(1)
# C3H7NO2

One molecule with the formula C3H7NO2 in a non-equilibrium geometry (ωB97M-V with the def2-TZVPD basis set, the Open Molecules 2025 dataset).

```
13
Properties=species:S:1:pos:R:3:forces:R:3:lowdin_charge:R:1
C 2.16004 0.18059 0.21240 0.0 -0.1 0.8 -0.05
N 0.19885 -0.11952 -1.17480 -0.4 -0.1 -0.4 0.15
C -0.14689 -0.08073 0.03873 0.6 0.0 -0.8 -0.46
O 0.83645 0.11608 0.92957 0.7 0.4 -1.1 -0.06
C -1.56531 -0.24375 0.54396 0.3 0.0 0.2 -0.17
O -2.49361 -0.13203 -0.51316 0.0 0.2 0.1 -0.06
H 2.32624 0.82221 -0.69082 -1.1 -0.3 1.0 0.09
H 2.75103 0.57057 1.02053 0.7 -0.1 0.2 0.07
H 2.43700 -0.83917 -0.08343 -0.1 0.3 0.3 0.09
H -0.59369 -0.29693 -1.76342 -0.5 -0.1 -0.3 0.05
H -1.76394 0.48454 1.33302 0.0 -0.1 0.1 0.13
H -1.66391 -1.24982 0.95616 -0.1 0.1 0.1 0.13
H -2.48228 0.78798 -0.80874 -0.1 -0.2 0.0 0.10
```
Forces are in eV/Å.

Calculated values
total charge: 0
DFT total energy: -8808.513 eV

(2)
# C34H21BrCl4F2IrNO2P

C34H21BrCl4F2IrNO2P as an isolated structure (ωB97M-V with the def2-TZVPD basis set, the Open Molecules 2025 dataset).

```
67
Properties=species:S:1:pos:R:3:forces:R:3:lowdin_charge:R:1
Ir 0.02745 -0.66152 -0.92726 0.0 0.0 0.0 1.18
Cl -1.40855 -3.40962 5.24825 0.0 0.0 0.0 0.61
C -0.56714 -2.89649 3.82115 0.0 0.0 0.0 -0.73
C 0.80818 -3.00398 3.74215 0.0 0.0 0.0 -0.73
Cl 1.71820 -3.65023 5.06909 0.0 0.0 0.0 0.61
C 1.46726 -2.58738 2.57669 0.0 0.0 0.0 -0.62
Cl 3.19442 -2.70560 2.44204 0.0 0.0 0.0 0.66
C 0.77783 -2.04884 1.49646 0.0 0.0 0.0 -0.40
O 1.37826 -1.65229 0.39718 0.0 0.0 0.0 -0.27
C -0.64472 -1.90847 1.58911 0.0 0.0 0.0 -0.42
O -1.29151 -1.35897 0.59381 -0.1 0.0 0.1 -0.32
C -1.28245 -2.36129 2.74183 0.0 0.0 0.0 -0.61
Cl -3.01533 -2.24932 2.79346 0.0 0.0 0.0 0.67
C -1.00162 0.87293 4.50780 0.0 0.0 0.0 -0.08
C -1.95696 0.92327 3.50053 0.0 0.0 0.0 -0.10
C -1.56724 1.09703 2.18396 0.0 0.0 0.0 -0.09
C -0.21589 1.24007 1.86371 -0.2 0.0 0.0 -0.30
C 0.73472 1.19914 2.87707 0.0 -0.1 0.0 -0.07
C 0.34105 1.01159 4.19566 0.0 0.0 0.0 -0.08
P 0.22640 1.27789 0.10073 0.1 0.0 0.0 1.00
C 1.86367 2.05826 0.08556 0.0 0.0 0.0 -0.32
C 2.94786 1.21364 0.32325 0.0 0.1 0.0 -0.10
C 4.23202 1.73615 0.35665 0.0 0.0 0.0 -0.07
C 4.44100 3.09128 0.14077 0.0 0.0 0.0 -0.09
C 3.36240 3.92896 -0.10767 0.0 0.0 0.0 -0.09
C 2.07408 3.41419 -0.13312 0.0 0.0 0.0 -0.07
C -0.99805 2.34546 -0.68885 0.0 0.0 0.0 -0.28
C -1.35641 3.60521 -0.28553 0.0 0.0 0.0 -0.09
C -2.31319 4.32634 -1.02705 0.0 0.0 0.0 -0.09
C -2.86630 3.77564 -2.15123 0.0 0.0 0.0 -0.04
C -2.52676 2.46994 -2.57966 0.0 0.0 0.0 -0.17
C -3.07724 1.88835 -3.74800 0.0 0.0 0.0 -0.06
C -2.69594 0.62826 -4.10676 0.0 0.0 0.0 -0.09
C -1.79962 -0.12262 -3.31189 0.0 0.0 0.0 -0.16
C -1.25947 0.35754 -2.13980 0.0 0.0 0.0 -0.28
C -1.60207 1.71987 -1.81221 0.0 0.0 0.0 -0.17
H -1.30578 0.70817 5.53400 0.0 0.0 0.0 0.10
H -3.00429 0.78699 3.73491 0.0 0.0 0.0 0.10
H -2.30812 1.08330 1.39507 0.0 0.0 0.0 0.11
H 1.78762 1.28930 2.64189 0.0 0.0 0.0 0.10
H 1.09056 0.95839 4.97512 0.0 0.0 0.0 0.10
H 2.77671 0.15186 0.46763 0.0 0.0 0.0 0.09
H 5.07165 1.07680 0.53687 0.0 0.0 0.0 0.10
H 5.44625 3.49454 0.15673 0.0 0.0 0.0 0.10
H 3.52365 4.98424 -0.29046 0.0 0.0 0.0 0.10
H 1.23837 4.06634 -0.34869 0.0 0.0 0.0 0.09
H -0.91931 4.04169 0.60523 0.0 0.0 0.0 0.11
H -2.60211 5.32030 -0.70820 0.0 0.0 0.0 0.10
H -3.58859 4.33847 -2.73317 0.0 0.0 0.0 0.11
H -3.78209 2.45606 -4.34482 0.0 0.0 0.0 0.10
H -3.09637 0.18176 -5.01062 0.0 0.0 0.0 0.10
H -1.54971 -1.12491 -3.64444 0.0 0.0 0.0 0.07
Br -2.98010 -2.74345 -1.54453 0.0 0.0 0.0 0.87
C -1.27404 -3.49319 -1.79856 0.0 0.0 0.0 -0.69
C -1.22080 -4.85909 -2.04927 0.0 0.0 0.0 -0.12
C 0.01131 -5.45148 -2.23317 0.0 0.0 0.0 -0.06
C 1.14900 -4.66464 -2.15968 0.0 0.0 0.0 -0.04
C 1.00713 -3.31829 -1.89964 0.0 0.0 0.0 -0.10
N -0.19047 -2.72487 -1.72926 0.0 0.0 0.0 -0.04
H -2.13947 -5.42436 -2.08410 0.0 0.0 0.0 0.09
H 0.08076 -6.51513 -2.42227 0.0 0.0 0.0 0.11
H 2.13876 -5.08070 -2.28025 0.0 0.0 0.0 0.11
H 1.86647 -2.67372 -1.79126 0.0 0.0 0.0 0.10
F 1.50574 1.12967 -2.72227 0.0 0.0 0.0 -0.06
C 1.34951 -0.21605 -2.39890 0.1 0.0 0.0 -0.47
F 2.66694 -0.63771 -2.12875 -0.1 0.0 0.0 -0.09
H 1.10244 -0.70465 -3.35304 0.0 0.0 0.0 0.09
```
Forces are in eV/Å.

Calculated values
total charge: -1
DFT total energy: -178884.362 eV

(3)
# C37H51F24N4O4P2S3

A 4-piece molecular cluster, C37H51F24N4O4P2S3 overall in a non-equilibrium geometry (ωB97M-V with the def2-TZVPD basis set, the Open Molecules 2025 dataset).

```
125
Properties=species:S:1:pos:R:3:forces:R:3:lowdin_charge:R:1
C -3.92580 -6.83333 -0.89023 0.1 0.3 -1.2 -0.15
C -2.40715 -6.60219 -0.54819 -0.2 -0.7 -0.1 -0.40
P -1.89335 -7.25567 1.17718 0.4 -0.3 0.2 1.03
C -3.42309 -7.67801 2.17209 -0.9 0.2 -0.2 -0.31
C -0.89625 -5.84831 1.98567 1.0 -0.6 -0.6 -0.21
C 0.53646 -6.08574 1.81507 -0.4 1.4 0.6 -0.21
N 1.05446 -7.23040 1.11619 -0.1 2.1 -0.1 0.08
C 1.45824 -6.95037 -0.07458 0.5 -0.9 -0.6 -0.36
C 1.08405 -5.69726 -0.91702 1.0 -0.4 -0.7 -0.01
C 2.39051 -8.01607 -0.75557 -1.8 0.4 0.3 -0.03
C 1.54633 -5.14136 2.34986 -2.5 0.9 0.7 -0.11
C 3.06512 -5.35442 2.19127 0.0 -0.4 -0.7 -0.14
C 3.59348 -6.79501 2.60859 0.2 0.2 -0.6 -0.26
N 3.08167 -7.31580 3.87017 0.3 0.1 -0.6 0.01
C 0.94233 -3.96618 3.01165 -0.2 -2.5 -0.4 -0.24
P 2.16023 -2.73057 3.71301 -0.4 1.0 -0.6 0.37
S 2.61524 -1.44044 2.33493 0.0 -0.1 0.0 0.16
C -0.50527 -3.78507 3.11128 1.9 0.7 0.5 -0.15
C -0.90868 -2.45612 3.80387 -1.2 0.3 -0.2 -0.06
N -1.40011 -4.72161 2.62877 2.2 0.4 0.3 -0.01
C -2.85806 -4.54588 2.78927 -2.2 0.6 0.2 -0.11
C -3.62422 -4.31698 1.41345 0.0 1.2 0.5 -0.22
C -4.41292 -2.92570 1.39143 0.2 -0.3 -0.3 -0.43
S -4.07559 -2.20427 -0.29800 0.2 0.6 0.3 0.87
C -4.09014 -0.41696 0.03399 -1.0 1.5 1.1 -1.01
S -5.16530 0.18450 1.15228 0.8 -0.7 -0.4 0.69
N -3.25229 0.52269 -0.63238 -0.1 -2.7 0.2 -0.19
C -2.25209 1.13395 0.25460 1.7 1.1 0.1 -0.16
C -0.88207 0.33725 0.30847 -0.2 1.0 0.4 -0.18
O -0.34629 0.11005 -1.00449 -1.2 -0.7 0.5 -0.15
C -1.29436 -0.77630 -1.64521 -0.7 0.6 -0.2 -0.17
C -2.65419 0.00231 -1.88264 1.2 0.3 -0.2 -0.15
H -4.55795 -5.91142 -0.79553 0.6 -1.0 0.3 0.07
H -4.38586 -7.71457 -0.38094 0.4 0.9 -0.2 0.07
H -3.96639 -7.08075 -1.98831 0.0 0.2 1.0 0.08
H -2.03303 -5.57034 -0.73981 -0.6 -0.7 0.2 0.06
H -1.82886 -7.26555 -1.25042 -0.4 0.6 0.8 0.07
H -3.24284 -7.78118 3.26771 0.2 0.1 -0.9 0.05
H -3.74794 -8.69285 1.81141 0.5 0.9 0.3 0.05
H -4.29951 -7.00431 2.01657 0.6 -0.5 0.2 0.03
H 0.06949 -5.79817 -1.38574 0.8 0.1 0.7 0.07
H 1.79870 -5.67076 -1.78621 -0.7 0.0 0.8 0.10
H 1.21083 -4.72256 -0.38973 -0.4 -0.8 -0.2 0.09
H 1.82033 -8.36284 -1.66211 0.9 0.3 0.5 0.10
H 2.47494 -8.88514 -0.06099 0.2 0.8 -0.6 0.09
H 3.36684 -7.54884 -1.01863 -0.7 -0.5 0.1 0.09
H 3.28302 -5.24252 1.08838 -0.2 0.1 1.0 0.13
H 3.69987 -4.59735 2.70291 -0.8 -0.4 -0.4 0.07
H 3.38585 -7.47371 1.74097 0.0 0.3 1.2 0.09
H 4.71374 -6.72663 2.65624 -1.0 0.0 0.1 0.13
H 3.43805 -6.80550 4.67372 -0.3 -0.2 -0.2 0.07
H 2.07009 -7.41499 3.88258 0.3 0.1 0.1 0.06
H 3.29715 -3.39491 4.27921 -0.9 -0.1 0.0 0.00
H 1.53692 -2.06439 4.81940 0.3 -0.9 -0.2 -0.01
H -0.18566 -1.62234 3.59823 -0.5 -1.0 -0.1 0.04
H -1.01472 -2.55071 4.91693 0.2 -0.2 -0.9 0.11
H -1.89572 -2.05265 3.44749 0.9 -0.5 0.2 0.08
H -3.31690 -5.36566 3.40373 0.8 0.4 -0.8 0.13
H -3.11588 -3.63492 3.39039 1.0 -0.9 -0.4 0.11
H -2.83435 -4.21153 0.63630 -0.8 -0.6 0.3 0.06
H -4.39052 -5.09123 1.20558 1.0 0.2 0.0 0.08
H -4.00885 -2.17982 2.11311 -0.5 -0.6 -0.4 0.04
H -5.51313 -3.07721 1.52879 1.1 0.3 0.0 0.09
H -2.60210 1.30221 1.29660 -0.2 -0.3 -1.0 0.08
H -1.99307 2.15268 -0.15520 -0.4 -0.9 0.3 0.13
H -1.02712 -0.61655 0.88610 0.2 0.5 -0.6 0.11
H -0.13580 0.96831 0.86429 -0.7 -0.6 -0.5 0.13
H -1.45966 -1.62575 -0.93814 0.2 0.3 -0.9 0.08
H -0.91355 -1.07439 -2.64788 0.0 0.1 0.9 0.13
H -2.36851 0.89984 -2.49400 -0.6 -1.1 0.5 0.09
H -3.40929 -0.60550 -2.43771 0.6 0.5 0.4 0.12
C -0.37585 1.31275 5.42593 0.4 -0.6 0.2 -0.05
C -1.44103 1.74503 4.39870 -0.3 0.0 0.9 -0.42
C -1.12845 3.01648 3.60668 0.0 0.5 -0.6 -0.30
F -1.00623 4.09720 4.39503 0.0 -0.2 0.0 0.11
F -2.13969 3.27704 2.74250 -0.1 -0.3 0.0 0.09
F -2.63687 1.83673 5.01494 0.1 0.1 -0.2 0.14
F -1.55905 0.71826 3.49221 0.3 0.2 -0.2 0.07
O -0.60463 1.66772 6.78442 -0.3 0.9 -0.4 0.04
C -0.20135 2.94119 7.20505 0.8 -1.0 -0.4 -0.52
C -1.38164 3.81196 7.64267 -0.6 0.4 0.3 -0.28
F -2.26929 3.97595 6.63926 0.2 -0.2 0.0 0.10
F -0.95136 5.04236 7.99868 0.3 -0.2 0.0 0.11
F 0.55000 3.52246 6.25225 -0.1 0.3 0.3 0.14
F 0.61579 2.74580 8.26067 -0.3 0.2 0.1 0.15
H -0.39749 0.22071 5.43365 -0.2 0.1 0.0 0.13
H 0.63640 1.56796 5.10523 -0.2 0.3 -0.1 0.15
H -0.20915 2.90342 3.02332 0.0 -0.2 0.1 0.17
H -1.90273 3.36079 8.49029 0.2 -0.1 0.0 0.18
C -2.46115 4.67687 -3.65124 -0.7 0.4 0.3 -0.04
C -2.16620 3.27730 -4.22527 -0.1 0.7 -0.7 -0.43
C -0.94799 2.55506 -3.64546 0.5 -0.5 0.1 -0.31
F 0.19685 3.22584 -3.86509 -0.2 0.0 0.0 0.10
F -0.80122 1.33832 -4.23462 -0.3 0.0 -0.1 0.09
F -2.08219 3.36071 -5.57072 0.2 -0.1 0.1 0.14
F -3.26139 2.50416 -3.96134 0.2 -0.1 0.3 0.10
O -2.00691 5.79565 -4.40844 1.0 -0.5 -0.1 0.05
C -0.68889 6.21737 -4.22362 -1.2 0.0 0.9 -0.52
C 0.15344 6.06690 -5.49220 0.2 -0.1 -0.7 -0.26
F 0.19200 4.78637 -5.90866 -0.1 0.1 0.1 0.11
F 1.43560 6.44707 -5.25570 -0.5 0.0 0.2 0.08
F -0.14739 5.58889 -3.16223 0.4 0.2 -0.2 0.14
F -0.75411 7.52479 -3.89325 0.3 0.0 -0.4 0.15
H -3.54780 4.77784 -3.65969 0.1 -0.1 -0.2 0.15
H -2.18331 4.76046 -2.59877 0.2 -0.1 -0.1 0.15
H -1.05635 2.39251 -2.56913 0.0 0.1 0.0 0.15
H -0.25195 6.67759 -6.30171 -0.1 0.1 0.1 0.18
C 4.93818 10.25174 -6.58711 -0.4 0.4 -0.6 -0.04
C 5.75194 10.73234 -5.36991 -0.8 -0.2 0.2 -0.44
C 7.13592 10.10578 -5.19485 0.7 0.1 0.3 -0.30
F 7.07617 8.77146 -5.01753 -0.1 0.1 0.0 0.09
F 7.73890 10.61652 -4.09213 -0.2 0.2 -0.1 0.09
F 5.00717 10.57884 -4.25189 0.2 -0.1 0.0 0.13
F 5.93196 12.07581 -5.52302 0.3 -0.1 -0.2 0.11
O 3.95119 9.24909 -6.35242 0.7 -0.6 0.6 0.04
C 4.36120 7.91417 -6.35380 0.0 1.1 -1.0 -0.52
C 4.17251 7.24615 -4.99013 -0.2 -0.2 0.7 -0.28
F 4.87061 7.88492 -4.02582 0.0 0.1 -0.2 0.10
F 4.62137 5.96749 -5.02019 0.0 0.1 -0.4 0.10
F 5.62516 7.82156 -6.80885 -0.1 -0.4 0.1 0.14
F 3.58613 7.28277 -7.26451 -0.1 -0.2 0.3 0.14
H 4.36009 11.11649 -6.91713 0.0 0.0 0.2 0.15
H 5.57413 10.00225 -7.43836 0.2 -0.1 0.2 0.15
H 7.77674 10.31749 -6.05565 -0.1 0.1 -0.1 0.17
H 3.12269 7.24142 -4.70105 0.2 0.2 -0.2 0.15
```
Forces are in eV/Å.

Calculated values
total charge: +1
DFT total energy: -169639.116 eV

| no. | molecular weight (g/mol) | E_HOMO (eV) | lowest unoccupied orbital energy (eV) |
| --- | --- | --- | --- |
| 1 | 89.1 | -10.1 | 0.80 |
| 2 | 958.4 | -4.0 | 2.41 |
| 3 | 1229.9 | -10.6 | -4.16 |